No. 1
15
Properties=species:S:1:pos:R:3:forces:R:3 method="wB97M-V/def2-TZVPD" energy_ev=-17182.98313 charge=0 gap_ev=9.566 relative_energy_kj_mol=336.5 mol_weight_g_mol=112.2 spin_multiplicity=1 max_force_ev_per_a=2.86 e_homo_ev=-8.6
C -2.162226 -0.090602 0.073649 1.2 -0.2 -0.4
C -0.983249 0.791311 0.462158 0.8 0.0 -0.2
C 1.389273 0.606966 -0.381411 0.2 0.2 0.3
C 1.606892 -0.467291 0.669676 -2.5 1.3 0.2
C 0.685098 -0.723560 -0.511806 -0.1 -0.8 0.7
C -0.766880 -0.337059 -0.536377 -0.6 0.6 1.5
H -2.883250 0.141418 -0.702844 0.0 0.2 0.3
H -2.510595 -0.644631 0.921251 -0.4 -0.2 0.2
H -0.633279 0.545880 1.475012 -0.5 -0.2 -0.5
H 2.209891 0.821625 -1.023966 0.5 0.4 -0.4
H 2.484460 -1.019733 0.705011 1.6 -0.7 -0.2
H 1.189323 -0.289321 1.664460 0.0 -0.1 -0.4
H 1.005508 -1.488134 -1.220975 0.1 0.4 0.0
H -0.849660 0.097873 -1.495998 -0.3 0.5 -1.1
S 0.218687 2.055252 -0.097836 0.0 -1.2 -0.2



No. 2
16
Properties=species:S:1:pos:R:3:forces:R:3 method="wB97M-V/def2-TZVPD" energy_ev=-28017.26648 charge=0 gap_ev=7.996 relative_energy_kj_mol=460.8 mol_weight_g_mol=144.3 spin_multiplicity=1 max_force_ev_per_a=5.11 e_homo_ev=-8.7
C -0.916421 1.782381 -0.259928 -0.9 2.6 -1.0
C 1.112323 0.650098 0.990561 -1.6 3.1 0.4
C 1.427787 -0.474642 0.120093 3.8 -1.2 -0.4
C 0.482564 -1.249552 -0.784533 -0.9 0.1 1.4
C -0.948881 -1.469306 -0.142278 -2.3 -3.1 0.4
C -1.994869 -2.045427 0.281674 4.2 2.1 -1.9
H -1.423676 2.760446 -0.746655 1.0 -2.2 1.4
H -1.238480 0.943646 -0.905818 0.3 0.3 0.7
H -1.162304 1.629174 0.845098 -0.5 0.6 -1.9
H -0.014682 0.795322 1.416581 3.4 -1.4 -0.2
H 1.941892 1.145394 1.587871 -1.0 -1.7 -0.2
H 0.489971 -0.734534 -1.792810 -0.4 -0.7 1.1
H 1.125345 -2.178718 -0.796923 -1.7 0.4 -0.7
H -2.876423 -2.633370 0.547853 0.7 0.8 -0.1
S 0.916024 2.058852 -0.271879 -1.4 -0.9 0.2
S 3.079825 -0.979764 -0.088911 -2.8 1.2 0.7



No. 3
18
Properties=species:S:1:pos:R:3:forces:R:3 method="wB97M-V/def2-TZVPD" energy_ev=-49679.69288 charge=0 gap_ev=4.766 relative_energy_kj_mol=1025.8 mol_weight_g_mol=208.4 spin_multiplicity=1 max_force_ev_per_a=10.21 e_homo_ev=-5.5
C 0.848880 0.013533 1.879490 3.5 0.0 -3.5
C 1.522746 0.616031 0.711221 6.9 -2.5 7.1
C 1.988594 -0.287147 -0.380576 -0.8 0.2 0.4
C -1.552096 1.303659 -0.531954 -4.3 0.7 -2.0
C -1.838399 -1.195247 -1.266903 -0.7 0.4 0.5
C -0.864925 -1.219674 -0.360466 -2.1 -2.2 0.1
H 0.266128 -0.884596 1.650275 1.6 -1.8 0.7
H 2.111839 1.504710 0.921414 -0.1 -0.1 0.1
H 1.835093 -1.356071 -0.256880 0.2 0.2 0.1
H 2.914261 -0.016307 -0.880133 -0.4 0.3 -0.2
H -2.082699 2.057858 0.054243 0.1 -0.3 0.2
H -0.887078 1.800711 -1.238191 -1.0 0.9 0.0
H -2.119079 -2.040853 -1.884106 0.2 0.1 0.0
H -0.253172 -2.086365 -0.144391 -0.1 0.1 0.1
S 0.932434 0.583318 3.386307 -0.6 1.3 2.9
S 0.538217 0.674846 -0.816110 4.2 1.7 -7.1
S -2.767634 0.292634 -1.434370 -0.3 -0.5 -0.7
S -0.593110 0.238959 0.591130 -6.2 1.4 1.2